(1)
17
Properties=species:S:1:pos:R:3:nbo_charge:R:1 method="wB97M-V/def2-TZVPD" smiles=CCN1C[C@H]1C orbital_gap_ha=0.37691 e_above_lowest_ev=2.560 total_energy_ha=-251.76846 e_homo_ev=-9.122
C 0.364 -1.267 0.675 -0.26
H 0.844 -2.234 0.840 0.20
H -2.355 -1.161 -0.586 0.20
C 0.907 0.017 0.177 -0.09
H 2.829 -0.098 -0.947 0.22
H -1.316 0.244 1.068 0.20
H -0.422 -1.016 1.424 0.16
H -1.124 1.570 -0.205 0.21
H 2.921 0.687 0.646 0.22
C -1.564 -0.407 -0.822 -0.22
N -0.023 -0.837 -0.647 -0.40
H 0.437 0.817 0.743 0.19
H 2.156 1.523 -0.688 0.21
C 2.283 0.527 -0.240 -0.61
H -2.713 1.079 0.470 0.22
C -1.737 0.732 0.141 -0.63
H -1.620 -0.236 -1.896 0.20

(2)
17
Properties=species:S:1:pos:R:3:nbo_charge:R:1 method="wB97M-V/def2-TZVPD" smiles="C1=NC1.[H][H].C=CC" orbital_gap_ha=0.39655 e_above_lowest_ev=3.939 total_energy_ha=-251.71779 e_homo_ev=-9.540
C 1.322 0.313 -0.645 -0.15
H -0.014 -1.418 1.445 0.19
H -1.385 1.420 1.543 -0.01
C 0.523 0.958 -1.739 -0.66
H 2.321 0.411 1.225 0.20
H -2.865 -0.534 0.563 0.21
C -0.883 -1.914 1.010 -0.33
H 1.496 1.968 0.659 0.19
H 1.566 -0.739 -0.793 0.20
N -1.209 -1.564 -0.431 -0.32
H -0.691 1.229 1.348 0.01
C 1.740 0.926 0.463 -0.43
H -1.030 -2.952 1.306 0.18
H -0.351 0.348 -1.990 0.23
H 1.128 1.049 -2.650 0.22
H 0.184 1.957 -1.445 0.21
C -1.970 -1.145 0.461 0.06

(3)
17
Properties=species:S:1:pos:R:3:nbo_charge:R:1 method="wB97M-V/def2-TZVPD" orbital_gap_ha=0.25086 e_above_lowest_ev=4.668 total_energy_ha=-251.69100 e_homo_ev=-7.878
C 0.516 0.258 0.070 0.10
H 1.576 3.001 0.210 0.23
H -3.883 -2.629 0.566 0.21
N -0.170 1.265 -0.255 -0.12
H -0.431 -1.485 0.767 0.22
C 0.478 -1.049 0.385 -0.64
H 2.509 1.975 1.330 0.22
H 1.348 -1.683 0.372 0.21
H -2.599 -2.295 -0.567 0.21
H 1.659 1.230 -1.533 0.23
H -4.236 -1.635 -0.837 0.21
H 2.497 0.132 -0.488 0.26
C -3.480 -1.863 -0.092 -0.85
C 2.302 2.200 0.285 -0.62
C 1.846 0.985 -0.489 -0.33
H -3.180 -0.956 0.410 0.21
H 3.247 2.551 -0.136 0.22

(4)
17
Properties=species:S:1:pos:R:3:nbo_charge:R:1 method="wB97M-V/def2-TZVPD" smiles=CCNC1CC1 orbital_gap_ha=0.36062 e_above_lowest_ev=1.150 total_energy_ha=-251.82028 e_homo_ev=-8.564
H -2.312 1.981 -1.327 0.22
C -0.979 0.712 -0.057 -0.05
N 0.428 0.501 0.112 -0.62
C -1.527 1.237 -1.365 -0.42
H -2.857 -0.418 -0.643 0.21
C 2.304 -0.769 1.025 -0.61
H 2.769 0.144 1.432 0.21
H -1.491 1.117 0.808 0.20
H 2.585 -1.616 1.686 0.21
C -1.842 -0.172 -0.924 -0.45
C 0.777 -0.599 0.983 -0.21
H -1.338 -0.980 -1.460 0.21
H 2.722 -0.976 0.036 0.20
H -0.849 1.348 -2.202 0.21
H 0.261 -1.548 0.693 0.16
H 0.450 -0.336 2.009 0.19
H 0.898 0.372 -0.803 0.35

(5)
17
Properties=species:S:1:pos:R:3:nbo_charge:R:1 method="wB97M-V/def2-TZVPD" smiles="C=NCCCC" orbital_gap_ha=0.39954 e_above_lowest_ev=0.728 total_energy_ha=-251.83577 e_homo_ev=-9.652
H 2.686 1.095 1.076 0.20
C -2.454 -0.820 -1.382 -0.06
H 1.304 -1.038 1.071 0.19
H -2.499 -1.367 -2.326 0.17
H -2.169 0.594 0.614 0.17
C -1.345 -0.139 0.550 -0.25
N -1.445 -0.967 -0.639 -0.39
C 2.499 0.522 0.160 -0.60
H 1.054 -0.863 -0.655 0.22
C 1.213 -0.295 0.267 -0.40
H 2.436 1.237 -0.670 0.20
H -3.300 -0.161 -1.139 0.14
H 0.125 1.167 1.444 0.20
H 3.369 -0.118 -0.019 0.21
C -0.004 0.600 0.512 -0.39
H -0.059 1.337 -0.301 0.19
H -1.412 -0.784 1.437 0.20

(6)
17
Properties=species:S:1:pos:R:3:nbo_charge:R:1 method="wB97M-V/def2-TZVPD" smiles=CC(C)N1CC1 orbital_gap_ha=0.36917 e_above_lowest_ev=1.433 total_energy_ha=-251.80987 e_homo_ev=-8.803
C -1.501 -0.783 0.684 -0.61
C 1.937 0.361 -0.253 -0.24
C -0.641 0.356 0.145 -0.04
C 1.669 -0.706 0.770 -0.24
H -1.085 -0.011 -1.903 0.21
H 1.723 -0.358 1.804 0.18
H -2.558 -0.524 0.807 0.21
H 2.166 1.323 0.209 0.18
H -0.632 1.199 0.862 0.17
H -1.108 -1.127 1.647 0.21
H -0.436 1.610 -1.612 0.21
N 0.655 -0.244 -0.114 -0.43
H 2.452 0.136 -1.188 0.19
C -1.118 0.845 -1.222 -0.60
H 2.022 -1.722 0.610 0.19
H -2.132 1.256 -1.219 0.21
H -1.415 -1.612 -0.026 0.21

(7)
17
Properties=species:S:1:pos:R:3:nbo_charge:R:1 method="wB97M-V/def2-TZVPD" smiles=CC[C@H]1N[C@H]1C orbital_gap_ha=0.37266 e_above_lowest_ev=2.542 total_energy_ha=-251.76912 e_homo_ev=-9.018
H 0.310 1.444 -0.954 0.34
H -0.374 -0.925 1.528 0.21
C -0.509 0.003 0.961 -0.43
H 2.217 -1.570 0.026 0.23
H 0.577 -1.265 -2.046 0.19
C 2.156 -0.616 -0.699 -0.64
C -0.554 -0.358 -0.470 -0.08
H -1.543 -0.824 -0.798 0.20
H 2.819 -0.755 -1.697 0.23
C 0.725 -0.629 -1.235 -0.09
C -1.848 0.743 1.383 -0.62
H -2.833 0.048 1.494 0.21
H -2.115 1.529 0.541 0.21
H -1.693 1.314 2.389 0.21
N -0.076 0.613 -1.456 -0.60
H 0.297 0.764 1.207 0.20
H 2.444 0.483 -0.174 0.22

(8)
17
Properties=species:S:1:pos:R:3:nbo_charge:R:1 method="wB97M-V/def2-TZVPD" orbital_gap_ha=0.20651 e_above_lowest_ev=8.688 total_energy_ha=-251.54325 e_homo_ev=-6.118
C 0.098 -0.141 0.381 -0.17
H 0.119 0.933 -1.552 0.25
H 0.520 0.041 1.418 0.38
H 0.720 1.884 0.522 0.31
N -1.364 -0.553 0.470 -0.59
H -1.257 -1.589 0.651 0.34
H -1.753 -1.264 -1.500 0.17
H 2.024 -1.243 0.584 0.23
C 1.685 1.668 0.123 -0.73
H 2.310 1.012 0.779 0.19
C -2.109 -0.508 -0.804 -0.43
C 0.925 -1.245 0.678 -0.41
H 0.401 -2.100 1.164 0.20
H 2.393 2.358 -0.345 0.23
H -1.892 0.399 -1.385 0.20
H -3.245 -0.639 -0.706 0.21
C 0.426 0.987 -0.476 -0.37

(9)
17
Properties=species:S:1:pos:R:3:nbo_charge:R:1 method="wB97M-V/def2-TZVPD" smiles=CN1CCCC1 orbital_gap_ha=0.35953 e_above_lowest_ev=0.433 total_energy_ha=-251.84663 e_homo_ev=-8.536
H 2.099 -0.099 0.194 0.20
H -1.254 -0.181 -1.199 0.15
H -0.811 -2.554 -0.116 0.20
C 0.185 -2.118 -0.032 -0.41
H 0.669 -2.247 -1.017 0.17
C 1.124 0.120 -0.242 -0.22
C -0.888 1.395 0.222 -0.41
N 0.090 -0.716 0.339 -0.44
H 1.086 1.893 0.945 0.21
H -1.508 2.061 -0.381 0.21
H 0.761 -2.670 0.709 0.20
C -1.134 -0.062 -0.105 -0.22
H -1.111 1.588 1.267 0.21
H -2.038 -0.457 0.356 0.20
C 0.638 1.565 0.005 -0.41
H 1.205 -0.075 -1.326 0.15
H 0.965 2.224 -0.792 0.21

(10)
17
Properties=species:S:1:pos:R:3:nbo_charge:R:1 method="wB97M-V/def2-TZVPD" smiles="C=C(C)CCN" orbital_gap_ha=0.36566 e_above_lowest_ev=1.121 total_energy_ha=-251.82135 e_homo_ev=-8.877
H 2.083 -1.170 -1.008 0.20
H -0.682 -1.927 -0.640 0.35
H -2.260 1.195 -0.388 0.19
H 1.520 1.134 -0.546 0.22
H 1.309 -1.746 0.485 0.16
H -0.939 1.312 -1.683 0.21
C 1.066 0.367 0.086 -0.45
C -1.213 1.107 -0.661 -0.39
C 1.192 -1.091 -0.386 -0.21
C -0.377 0.820 0.334 0.02
H 0.366 -2.371 -1.771 0.36
H 1.600 0.417 1.034 0.20
H 0.041 0.757 2.466 0.21
H -1.439 1.611 2.037 0.22
C -0.801 0.758 1.783 -0.66
N 0.080 -1.582 -1.198 -0.84
H -1.457 -0.078 2.057 0.22

(11)
17
Properties=species:S:1:pos:R:3:nbo_charge:R:1 method="wB97M-V/def2-TZVPD" smiles="C=CC.C=NC" orbital_gap_ha=0.37463 e_above_lowest_ev=2.732 total_energy_ha=-251.76212 e_homo_ev=-9.155
H -2.004 1.285 0.950 0.22
C -2.353 0.339 0.567 -0.66
H -2.459 -0.286 1.464 0.22
H 1.062 0.437 1.705 0.21
C 1.922 -0.144 1.492 -0.43
C -1.714 0.394 -1.819 -0.41
H 3.010 0.215 -0.631 0.14
H -1.034 0.490 -2.663 0.20
C -1.532 -0.113 -0.564 -0.18
H 2.264 -0.560 2.355 0.20
H -0.751 -0.909 -0.543 0.22
H -3.348 0.579 0.208 0.22
H 2.711 0.619 1.206 0.15
N 1.871 -1.160 0.434 -0.38
H -2.595 1.016 -1.972 0.17
H 2.415 -1.375 -1.546 0.18
C 2.534 -0.825 -0.642 -0.07

(12)
17
Properties=species:S:1:pos:R:3:nbo_charge:R:1 method="wB97M-V/def2-TZVPD" smiles="C=C(CC)NC" orbital_gap_ha=0.31549 e_above_lowest_ev=1.040 total_energy_ha=-251.82431 e_homo_ev=-7.517
H 0.473 -1.932 -1.900 0.18
C 0.385 0.127 2.142 -0.61
H -0.636 0.574 -2.244 0.39
H 0.576 -1.243 0.510 0.20
C -0.505 0.405 -0.268 0.22
N -0.074 0.103 -1.559 -0.62
H -1.634 2.087 -0.874 0.19
H 1.733 -0.851 -1.192 0.20
H 1.254 -0.780 -2.877 0.21
H 0.753 1.130 1.899 0.22
H -1.583 1.763 0.946 0.20
H -1.026 -1.157 1.050 0.22
H -0.381 0.205 2.908 0.21
C -0.161 -0.530 0.859 -0.45
H 1.230 -0.440 2.516 0.21
C 0.889 -0.928 -1.859 -0.41
C -1.294 1.469 -0.057 -0.56

(13)
17
Properties=species:S:1:pos:R:3:nbo_charge:R:1 method="wB97M-V/def2-TZVPD" smiles="C1=NC1.[H][H].C=CC" orbital_gap_ha=0.39541 e_above_lowest_ev=3.961 total_energy_ha=-251.71697 e_homo_ev=-9.520
H -2.310 1.313 -1.757 0.22
N 1.712 0.333 -0.901 -0.32
H -1.949 -0.398 -1.466 0.21
H -1.272 0.548 2.109 0.20
H 0.340 -2.341 1.003 -0.01
C -1.549 0.617 -1.382 -0.66
H 3.265 0.630 0.672 0.18
H -0.064 -1.718 0.969 0.01
C -1.566 0.259 1.104 -0.44
C 2.058 -0.803 -0.503 0.06
C 2.274 0.207 0.507 -0.32
H -2.205 -0.617 1.016 0.19
H 2.093 -1.824 -0.861 0.21
C -1.174 0.946 0.032 -0.15
H -0.538 1.821 0.166 0.20
H 1.561 0.325 1.324 0.19
H -0.675 0.703 -2.033 0.23